Formula: C35H33InN6O3S
Source: the OMol25 dataset
Level of theory: wB97M-V/def2-TZVPD

```
79
C35H33InN6O3S | the OMol25 dataset | wB97M-V/def2-TZVPD
In 0.67 0.77 2.00
C 3.56 -1.24 4.68
C 2.65 -0.90 3.59
N 1.44 -0.41 3.84
N 1.03 -0.56 5.09
C -0.13 0.08 5.31
N -0.72 -0.07 6.50
S -1.04 0.92 4.12
C 3.00 -1.21 2.19
C 4.13 -2.02 1.91
C 4.34 -2.37 0.60
C 3.52 -1.88 -0.40
C 2.43 -0.98 -0.14
N 2.18 -0.72 1.24
H 3.10 -0.94 5.63
H 3.79 -2.34 4.61
H 4.55 -0.73 4.63
H -0.26 -0.65 7.20
H -1.67 0.26 6.63
H 4.77 -2.38 2.68
H 5.12 -3.09 0.42
H 3.73 -2.26 -1.41
H 2.72 -0.03 -0.60
C 3.69 4.08 2.46
C 2.83 2.95 1.88
O 2.16 2.21 2.69
C 2.88 2.86 0.47
C 1.87 2.38 -0.41
C 2.13 2.28 -1.91
N 0.71 2.00 0.11
N -0.44 2.39 -0.47
C -1.45 2.45 0.43
O -1.43 1.91 1.58
C -2.67 3.14 -0.04
C -2.85 3.64 -1.34
C -4.06 4.21 -1.67
C -5.08 4.41 -0.75
C -4.90 3.94 0.56
C -3.70 3.35 0.89
H 3.04 4.97 2.68
H 4.22 3.69 3.36
H 4.39 4.52 1.67
H 3.72 3.37 -0.03
H 2.61 1.31 -2.16
H 1.15 2.34 -2.39
H 2.79 3.09 -2.20
H -2.02 3.58 -2.02
H -4.26 4.54 -2.69
H -6.01 4.92 -1.04
H -5.62 4.02 1.38
H -3.47 3.05 1.92
C 1.31 -1.44 -0.97
C 0.44 -1.94 -1.69
C -0.66 -2.32 -2.43
C -1.08 -1.51 -3.59
C -2.40 -1.41 -3.97
C -2.74 -0.62 -5.10
C -1.79 0.12 -5.78
C -0.43 -0.05 -5.42
C -0.07 -0.90 -4.37
C -1.47 -3.47 -2.03
C -1.23 -4.06 -0.78
C -1.95 -5.14 -0.32
C -2.92 -5.77 -1.17
C -3.14 -5.23 -2.45
C -2.36 -4.16 -2.89
H -3.18 -2.01 -3.44
H -3.80 -0.64 -5.37
H -2.06 0.78 -6.59
H 0.34 0.44 -5.97
H 0.97 -1.01 -3.97
H -0.38 -3.63 -0.21
H -1.80 -5.43 0.72
H -3.42 -6.70 -0.83
H -3.96 -5.57 -3.09
H -2.43 -3.87 -3.92
O -0.82 -0.80 0.93
H -0.44 -1.34 0.18
H -1.68 -1.17 1.22
```

Results
Energy relative to the best compared isomer or geometry (same formula, charge and spin) = 147.4 kJ/mol
HOMO level = -0.43 eV
Maximum force = 5.07 eV Å⁻¹
Electronic energy = -2496.0221 Eh
LUMO level = 4.30 eV
Total charge = -2
HOMO-LUMO gap = 4.7 eV

Atom charges from the Löwdin analysis, given in e for atoms 1 to 2: number 1, In, carries 0.78; number 2, C, carries -0.06

Formula: C3H13N2O
Source: the OMol25 dataset
Level of theory: wB97M-V/def2-TZVPD

```
19
C3H13N2O | the OMol25 dataset | wB97M-V/def2-TZVPD
C 0.13 -0.50 -1.32
C 0.71 0.87 -0.94
C 1.83 0.82 0.22
N 1.18 0.03 1.39
N -0.65 -1.11 -0.40
H 1.06 -1.13 -1.45
H -0.39 -0.51 -2.34
H -0.21 1.44 -0.56
H 1.15 1.27 -1.88
H 2.69 0.31 -0.21
H 1.98 1.80 0.53
H 0.69 0.60 2.08
H 1.83 -0.53 1.91
H -0.88 -2.05 -0.66
H 0.42 -0.57 0.83
H -1.59 -0.67 -0.22
H -3.10 -0.49 1.58
H -3.87 0.31 0.59
O -2.98 0.13 0.85
```

Results
Energy relative to the best compared isomer or geometry (same formula, charge and spin) = 155.9 kJ/mol
Expectation value of S² = 0.755
HOMO level (alpha / beta) = -19.78 / -19.74 eV
Maximum force = 4.82 eV Å⁻¹
Electronic energy = -306.0957 Eh
Spin multiplicity = 2
LUMO level (alpha / beta) = -7.21 / -13.60 eV
Total charge = +2
HOMO-LUMO gap (alpha / beta) = 12.6 / 6.1 eV

Atom charges from the Löwdin analysis, given in e for atoms 1 to 2: number 1, C, carries -0.22; number 2, C, carries -0.10

Formula: C17H30BClFO7S
Source: the OMol25 dataset
Level of theory: wB97M-V/def2-TZVPD

```
58
C17H30BClFO7S | the OMol25 dataset | wB97M-V/def2-TZVPD
C -3.41 5.14 -4.40
C -1.96 4.50 -4.42
B -1.74 3.41 -3.27
O -2.86 2.76 -2.75
S -0.05 2.99 -2.52
F -0.03 1.34 -2.50
C 1.34 3.44 -3.64
Cl 0.93 2.73 -5.29
C 1.52 4.99 -3.85
C 1.14 5.88 -2.61
H -3.38 6.00 -5.12
H -4.19 4.42 -4.76
H -3.66 5.58 -3.41
H -1.24 5.34 -4.24
H -1.70 4.01 -5.39
H -2.74 2.54 -1.81
H 2.25 2.90 -3.29
H 1.00 5.33 -4.78
H 2.61 5.15 -4.04
H 1.95 5.84 -1.83
H 1.15 6.95 -2.97
H 0.12 5.71 -2.19
O 2.62 -0.39 0.37
C 2.13 -1.36 -0.15
O 2.19 -2.61 0.37
C 1.61 -3.54 -0.55
C 0.69 -2.72 -1.43
C 1.41 -1.38 -1.48
H 2.42 -4.02 -1.12
H 1.07 -4.31 0.00
H 0.52 -3.17 -2.41
H -0.27 -2.60 -0.95
H 2.15 -1.34 -2.28
H 0.72 -0.55 -1.56
O 2.05 -3.49 7.02
C 2.11 -2.99 5.94
O 1.14 -3.13 4.99
C 1.57 -2.50 3.77
C 2.62 -1.49 4.19
C 3.25 -2.17 5.40
H 1.97 -3.27 3.11
H 0.72 -2.03 3.29
H 3.33 -1.26 3.40
H 2.14 -0.56 4.50
H 4.07 -2.84 5.11
H 3.60 -1.44 6.13
O -0.56 -2.81 1.50
C -1.62 -3.08 2.00
O -2.79 -3.06 1.31
C -3.88 -3.33 2.22
C -3.25 -4.05 3.39
C -1.86 -3.43 3.44
H -4.33 -2.38 2.51
H -4.63 -3.94 1.72
H -3.82 -3.94 4.32
H -3.17 -5.12 3.18
H -1.84 -2.52 4.04
H -1.12 -4.14 3.80
```

Results
HOMO level = -11.25 eV
Maximum force = 3.99 eV Å⁻¹
Electronic energy = -2175.3117 Eh
LUMO level = -5.73 eV
Total charge = +1
HOMO-LUMO gap = 5.5 eV

Atom charges from the Löwdin analysis, given in e for atoms 1 to 2: number 1, C, carries -0.09; number 2, C, carries -0.18

Formula: C4H11ClN2
Source: the OMol25 dataset
Level of theory: wB97M-V/def2-TZVPD

```
18
C4H11ClN2 | the OMol25 dataset | wB97M-V/def2-TZVPD
C 0.33 1.93 0.39
C -1.61 -0.41 -1.51
C 0.67 -1.83 0.92
C 1.21 0.80 0.12
N -1.16 -0.74 -0.15
N 0.18 -0.94 -0.04
Cl 2.53 0.65 1.22
H -0.07 1.96 1.46
H -0.52 1.85 -0.40
H 0.92 2.91 0.31
H -2.72 -0.64 -1.47
H -1.44 0.70 -1.76
H -0.95 -0.97 -2.20
H 1.85 -1.89 0.76
H 0.53 -1.43 1.97
H 0.34 -2.88 0.87
H 1.61 1.12 -0.91
H -1.69 -0.19 0.44
```

Results
Energy relative to the best compared isomer or geometry (same formula, charge and spin) = 224.5 kJ/mol
HOMO level = -8.07 eV
Maximum force = 3.99 eV Å⁻¹
Electronic energy = -728.5532 Eh
LUMO level = 0.93 eV
HOMO-LUMO gap = 9.0 eV

Atom charges from the Löwdin analysis, given in e for atoms 1 to 2: number 1, C, carries -0.22; number 2, C, carries -0.11

Formula: C4H13NO
Source: the OMol25 dataset
Level of theory: wB97M-V/def2-TZVPD

```
19
C4H13NO | the OMol25 dataset | wB97M-V/def2-TZVPD
C -2.26 -2.06 0.62
C -2.02 -0.67 -0.01
N 2.93 2.49 -1.01
H -1.44 -2.73 0.39
H -2.32 -1.99 1.70
H -3.23 -2.45 0.32
H -3.01 -0.25 -0.16
H -1.50 -0.68 -0.96
H 2.87 1.55 -1.38
H 2.93 3.04 -1.87
H 3.83 2.65 -0.59
C -0.03 0.51 0.80
O -1.39 0.14 0.91
C 0.87 -0.25 -0.14
H 0.33 0.49 1.83
H -0.07 1.58 0.53
H 0.57 -0.49 -1.15
H 1.15 -1.20 0.31
H 1.79 0.32 -0.14
```

Results
Energy relative to the best compared isomer or geometry (same formula, charge and spin) = 149.5 kJ/mol
Expectation value of S² = 0.754
HOMO level (alpha / beta) = -13.43 / -13.42 eV
Maximum force = 1.07 eV Å⁻¹
Electronic energy = -289.8252 Eh
Spin multiplicity = 2
LUMO level (alpha / beta) = -2.74 / -8.76 eV
Total charge = +1
HOMO-LUMO gap (alpha / beta) = 10.7 / 4.7 eV

Atom charges from the Löwdin analysis, given in e for atoms 1 to 2: number 1, C, carries 0.02; number 2, C, carries -0.17

Formula: C10H21N3O4
Source: the OMol25 dataset
Level of theory: wB97M-V/def2-TZVPD

```
38
C10H21N3O4 | the OMol25 dataset | wB97M-V/def2-TZVPD
C -4.59 1.52 0.61
C -3.61 0.95 -0.42
O -2.71 2.02 -0.67
C -2.80 -0.31 0.06
N -1.86 -0.81 -1.01
C -0.45 -0.68 -0.81
O 0.33 -1.24 -1.53
C -0.02 0.34 0.25
N 0.06 -0.34 1.60
C 1.43 0.75 -0.27
C 2.36 -0.21 0.24
C 3.80 0.18 -0.03
C 4.90 -0.97 0.08
N 6.37 -0.36 0.14
C -3.77 -1.45 0.36
O -4.07 -1.85 1.43
O -4.36 -2.14 -0.69
H -4.05 1.39 1.72
H -5.51 0.92 0.71
H -4.73 2.64 0.33
H -4.18 0.52 -1.38
H -2.49 2.07 -1.82
H -2.28 -0.07 1.03
H -2.04 -1.76 -1.45
H -0.76 1.09 0.13
H 1.05 -0.91 1.67
H 0.28 0.46 2.26
H 1.73 1.93 -0.04
H 1.39 0.65 -1.46
H 2.25 -0.54 1.24
H 2.14 -1.13 -0.50
H 3.82 0.63 -1.05
H 4.22 1.03 0.66
H 4.77 -1.59 -0.99
H 4.76 -1.70 1.05
H 6.52 0.29 -0.79
H 6.34 0.46 0.87
H -4.22 -1.77 -1.56
```

Results
Energy relative to the best compared isomer or geometry (same formula, charge and spin) = 561.8 kJ/mol
HOMO level = -9.49 eV
Maximum force = 5.96 eV Å⁻¹
Electronic energy = -858.6970 Eh
LUMO level = 0.10 eV
HOMO-LUMO gap = 9.6 eV

Atom charges from the Löwdin analysis, given in e for atoms 1 to 2: number 1, C, carries -0.05; number 2, C, carries -0.44